1.
A 15-piece molecular cluster, F6H28O14P overall at a distorted geometry, computed with the ωB97M-V functional and the def2-TZVPD basis.

- LUMO: 2.41 eV
- Total charge: -1
- ΔE to the lowest compared entry with this formula, charge and spin: 108.9 kJ/mol
- Frontier orbital gap: 0.3777 Eh

CARTESIAN COORDINATES (ANGSTROEM)
1 P 0.32665 0.29848 -0.44822
2 F -0.10830 1.71948 0.05353
3 F 0.74394 -0.03476 1.04005
4 F -1.11595 -0.34349 -0.10396
5 F 0.89943 -1.12624 -0.93597
6 F -0.06064 0.61009 -2.04807
7 F 1.80567 0.93159 -0.62082
8 O 1.92896 -0.26335 4.09339
9 H 2.63391 0.25212 3.70151
10 H 1.86569 -1.04246 3.54092
11 O 1.93342 3.69027 0.26628
12 H 1.69284 2.77158 0.14642
13 H 2.88646 3.67919 0.35472
14 O -2.59004 -0.47195 2.03582
15 H -1.99795 -0.40363 1.28682
16 H -2.04429 -0.26046 2.79322
17 O 1.06386 -2.52003 2.87050
18 H 0.71660 -2.66878 1.99100
19 H 0.33694 -2.73484 3.45504
20 O -0.90698 0.61098 3.99738
21 H -0.82308 1.43640 4.47474
22 H -0.00625 0.30926 3.87956
23 O -4.14992 -0.25408 -0.24077
24 H -5.02609 -0.61246 -0.38263
25 H -3.97832 -0.40083 0.68942
26 O 3.03678 -1.14234 -2.47768
27 H 2.40495 -0.85832 -1.81711
28 H 2.52824 -1.68869 -3.07695
29 O -0.06120 -2.98858 0.57120
30 H -0.05345 -2.18403 0.05267
31 H 0.64863 -3.51654 0.20564
32 O -1.69246 0.22121 -4.43831
33 H -0.99389 0.50095 -3.84671
34 H -2.20930 -0.39839 -3.92334
35 O 1.70538 2.33816 -3.17576
36 H 1.19504 1.70057 -2.67649
37 H 2.22375 1.80889 -3.78190
38 O 3.04018 1.27934 1.83169
39 H 2.29886 0.68730 1.70456
40 H 3.31423 1.51455 0.94523
41 O 1.00289 -2.48584 -4.04162
42 H 0.27983 -2.54893 -3.41756
43 H 0.57845 -2.46415 -4.89930
44 O -3.29442 -0.90286 -2.71546
45 H -3.47178 -0.65926 -1.80693
46 H -4.09740 -1.33277 -3.00979
47 O -1.46839 3.63417 2.40826
48 H -1.61161 3.58818 3.35356
49 H -1.32969 2.72526 2.14204

Force components x, y, z for each atom (eV/Å):
P 0.426 1.353 -0.525
F -1.496 0.954 -0.476
F 0.288 -1.201 1.643
F 0.107 -0.039 -1.537
F -0.420 -0.359 -0.222
F -0.054 -0.325 2.006
F 0.511 -0.362 -1.223
O -0.149 0.625 0.566
H 0.278 0.396 -0.084
H -0.274 -0.847 -0.402
O 0.040 0.530 0.035
H -0.187 -0.073 -0.070
H 0.150 0.079 0.025
O -0.795 -0.378 -0.053
H 0.167 0.007 -0.049
H 0.144 0.367 0.529
O 0.761 -0.004 1.223
H -0.534 0.034 -0.850
H -0.154 -0.019 0.171
O -0.647 0.060 0.052
H 0.006 0.108 0.084
H 0.991 -0.244 -0.018
O -0.460 0.071 -0.528
H -0.292 -0.003 -0.011
H 0.540 0.019 0.794
O 0.792 0.130 -0.067
H 0.187 0.043 -0.069
H -0.282 -0.132 -0.297
O -0.393 -0.768 0.225
H -0.094 0.065 -0.145
H 0.174 -0.190 -0.280
O 0.558 0.200 -1.085
H 0.105 0.125 0.112
H -0.309 0.026 0.467
O 0.199 0.523 -0.348
H -0.046 -0.029 0.035
H 0.151 -0.180 -0.067
O 0.602 0.104 0.625
H -0.326 -0.077 -0.214
H 0.067 -0.113 -0.132
O 0.223 -0.291 -0.004
H -0.243 0.124 0.239
H -0.085 0.181 -0.230
O -0.223 -0.727 -0.602
H 0.154 0.353 0.932
H -0.120 -0.111 -0.153
O -0.100 0.347 0.032
H -0.059 0.008 0.159
H 0.119 -0.359 -0.213

***

2.
A 15-piece molecular cluster, F6H28O14P overall, computed with the ωB97M-V functional and the def2-TZVPD basis.

- LUMO: 1.64 eV
- Total charge: -1
- ΔE to the lowest compared entry with this formula, charge and spin: 30.5 kJ/mol
- Frontier orbital gap: 0.3369 Eh

CARTESIAN COORDINATES (ANGSTROEM)
1 P -0.21991 -0.34299 0.05908
2 F -1.76483 -0.65823 0.46837
3 F -0.69969 -0.17999 -1.47948
4 F -0.49665 1.22151 0.40573
5 F 1.29263 -0.06981 -0.49107
6 F 0.32808 -0.48226 1.56818
7 F -0.01865 -1.94816 -0.13198
8 O 1.85989 2.65385 1.96190
9 H 2.06520 2.57142 1.01872
10 H 1.23111 1.93781 2.12367
11 O -0.27896 3.54531 -1.31373
12 H 0.33562 3.89362 -1.96506
13 H 0.24770 2.95814 -0.75207
14 O 3.15845 0.10108 2.56119
15 H 3.26804 1.02071 2.83615
16 H 3.32245 0.11241 1.61299
17 O -2.90697 3.78915 0.13249
18 H -3.13474 2.95624 0.55865
19 H -1.98588 3.67548 -0.14240
20 O -0.16276 -2.76448 3.28888
21 H -0.05717 -2.33323 2.42940
22 H -0.03588 -3.70378 3.12499
23 O -1.84025 -1.31167 -3.84979
24 H -2.00394 -0.50034 -3.34688
25 H -1.46030 -1.00898 -4.68123
26 O -0.84309 -3.63696 -2.68934
27 H -1.28644 -2.86744 -3.10465
28 H -0.26671 -3.23852 -2.02869
29 O -2.36916 -0.06559 3.78205
30 H -2.47264 -1.02178 3.74168
31 H -1.97420 0.16363 2.93296
32 O 0.49379 0.81260 -4.33270
33 H 0.13971 0.66288 -3.44501
34 H 1.37170 1.17809 -4.19584
35 O 3.01275 2.21951 -0.61567
36 H 2.80168 1.70688 -1.40402
37 H 3.44922 3.02095 -0.92541
38 O -2.36667 1.53467 -2.98140
39 H -1.95718 1.54505 -2.10592
40 H -3.17783 2.04080 -2.87250
41 O 3.18007 -2.16767 0.19161
42 H 2.48547 -1.51141 0.04421
43 H 2.70083 -2.99068 0.32213
44 O 1.57292 -0.94072 4.67568
45 H 2.12974 -0.69559 3.91841
46 H 1.02651 -1.66432 4.33173
47 O -2.83545 -3.32384 0.40126
48 H -2.29626 -3.42678 -0.39252
49 H -2.56136 -2.46658 0.75525

Force components x, y, z for each atom (eV/Å):
P -0.620 -0.524 0.168
F 0.311 0.277 0.388
F -0.054 0.285 0.164
F 0.327 0.053 -0.830
F -0.061 0.282 0.424
F -0.151 -0.255 -0.089
F 0.324 0.217 -0.228
O -0.119 0.059 -0.065
H 0.061 -0.119 0.169
H 0.039 0.058 0.055
O 0.176 -0.214 0.166
H -0.093 0.044 -0.025
H -0.094 0.040 -0.018
O 0.398 0.134 0.101
H -0.194 0.009 -0.141
H -0.045 -0.139 0.013
O 0.025 -0.174 -0.050
H 0.027 0.050 0.054
H -0.066 0.126 -0.092
O -0.097 -0.108 -0.106
H 0.016 0.017 0.086
H -0.050 0.029 -0.052
O -0.131 0.092 -0.197
H -0.153 0.026 -0.062
H 0.064 0.011 0.075
O -0.204 0.125 0.064
H 0.251 -0.195 0.141
H 0.004 0.042 -0.035
O -0.165 0.052 -0.125
H 0.147 -0.023 0.029
H 0.057 -0.049 0.067
O 0.018 0.033 0.079
H -0.006 -0.026 -0.089
H 0.000 -0.068 -0.009
O 0.018 0.223 -0.206
H -0.040 -0.106 0.141
H 0.037 -0.090 -0.001
O -0.015 -0.134 0.131
H 0.021 0.123 -0.063
H 0.025 -0.002 -0.002
O 0.013 0.101 -0.061
H 0.041 -0.149 -0.041
H -0.010 0.022 0.033
O 0.145 -0.133 -0.080
H -0.124 -0.036 0.133
H -0.016 0.188 0.101
O 0.069 0.027 0.122
H -0.036 -0.012 -0.057
H -0.067 -0.186 -0.184

***

Among the records above, which one has the lowest frontier orbital gap? number 2